Formula: C12H16BrNO4
Source: the Open Molecules 2025 dataset
Level of theory: ωB97M-V/def2-TZVPD

Geometry (Å):
C 4.710 1.880 0.388
H 5.129 2.904 0.424
H 4.867 1.484 1.248
H 3.680 1.861 -0.058
C 5.596 0.995 -0.850
C 6.978 1.331 -0.276
H 7.162 2.356 -0.150
H 7.224 1.036 0.539
H 7.645 0.965 -1.137
C 5.354 -0.384 -0.776
H 5.407 -0.583 0.238
C 3.822 -0.642 -1.381
N 2.955 -0.959 -0.343
C 2.407 -1.832 0.242
O 2.628 -3.039 -0.355
C 1.302 -1.745 1.478
H 1.106 -2.853 1.782
H 1.798 -1.169 2.228
O 0.274 -0.977 0.855
C 0.118 0.288 0.949
O 1.048 0.964 0.956
C -1.288 0.842 0.604
C -1.587 2.159 0.304
C -3.006 2.033 0.072
C -3.255 0.820 -0.328
O -2.120 -0.081 0.231
Br -4.845 -0.408 -0.437
H -3.568 2.953 -0.363
H -1.051 2.882 0.456
H 2.714 0.055 0.292
H 3.975 -1.637 -1.745
H 3.568 -0.069 -2.186
H 6.088 -0.735 -1.419
H 5.369 1.469 -1.714

Atoms 1-2, force components in eV/Å:
C -0.8 1.7 -9.0
H -0.5 -0.4 -0.3

Output
- E_HOMO: -8.674 eV
- Multiplicity: 1
- LUMO: -0.27 eV
- SMILES: CC(C)CCNC(=O)COC(=O)c1ccc(Br)o1

natural (NBO) population analysis, charges in e, atoms 1 to 4: -0.61, 0.20, 0.18, 0.20

Formula: C12H16Cl2N2O2V
Source: the Open Molecules 2025 dataset
Level of theory: ωB97M-V/def2-TZVPD

Geometry (Å):
V 0.868 -1.255 -0.195
Cl 1.960 -3.525 -0.376
C 2.825 -3.279 1.161
Cl 2.193 -1.781 1.923
H 3.880 -3.132 0.955
H 2.617 -4.106 1.829
C -2.894 0.375 1.513
C -1.774 -0.181 0.706
N -0.548 -0.272 1.124
O -0.206 0.151 2.375
C -1.947 -0.732 -0.681
C -3.220 -0.812 -1.440
N -0.787 -1.113 -1.041
O -0.092 -1.712 -1.924
H -2.670 1.394 1.839
H -3.075 -0.236 2.402
H -3.816 0.400 0.940
H -1.009 0.358 2.884
H -3.653 0.183 -1.557
H -3.940 -1.434 -0.905
H -3.054 -1.242 -2.425
C 2.439 -0.386 -1.283
C 1.718 0.793 -0.882
C 2.038 1.457 0.333
C 1.361 2.594 0.714
C 0.348 3.097 -0.100
C 0.005 2.460 -1.296
C 0.673 1.322 -1.685
H 3.383 -0.593 -0.786
H 2.376 -0.705 -2.317
H 2.859 1.085 0.934
H 1.630 3.104 1.629
H -0.168 4.005 0.185
H -0.763 2.884 -1.929
H 0.443 0.833 -2.624

Atoms 1-2, force components in eV/Å:
V 0.0 0.2 0.0
Cl -0.1 0.1 0.0

Output
- E_HOMO (alpha / beta): -16.381 / -15.706 eV
- Multiplicity: 2
- LUMO (alpha / beta): -8.31 / -7.88 eV
- Total charge: +2

natural (NBO) population analysis, charges in e, atoms 1 to 4: 1.14, 0.18, -0.36, 0.14

Formula: C12H16Cl2N6O3PSe4Ti
Source: the Open Molecules 2025 dataset
Level of theory: ωB97M-V/def2-TZVPD

Geometry (Å):
Ti 2.062 1.659 -0.817
Se 0.792 2.144 1.395
Se 1.963 0.950 3.048
Se 4.065 0.871 2.052
Se 3.542 -0.220 0.057
C -2.411 -2.038 0.072
N -1.181 -1.220 0.448
C -1.295 -0.815 1.903
N -1.450 -1.960 2.750
C -2.601 -2.748 2.322
N -2.529 -3.173 0.934
C -1.449 -4.145 0.701
P 0.247 -3.519 1.162
C 0.115 -1.956 0.199
C -0.228 -2.774 2.797
H -2.288 -2.329 -0.976
H -3.265 -1.370 0.203
H -1.134 -0.380 -0.138
H -2.170 -0.168 1.975
H -0.395 -0.260 2.154
H -3.501 -2.139 2.449
H -2.680 -3.629 2.961
H -1.436 -4.396 -0.363
H -1.670 -5.055 1.263
H 0.153 -2.187 -0.867
H 0.869 -1.216 0.470
H 0.602 -2.149 3.137
H -0.368 -3.566 3.536
N -0.246 5.312 -1.526
C 0.837 4.518 -1.377
O 0.716 3.274 -1.492
C 2.113 5.122 -1.117
C 3.102 4.147 -1.037
N 3.697 3.145 -1.038
C 2.290 6.505 -0.935
N 2.344 7.651 -0.804
H -0.189 6.292 -1.309
H -1.144 4.861 -1.536
Cl -1.336 -3.010 -2.891
C 0.541 -0.398 -3.756
Cl 1.210 -0.387 -5.305
C 1.161 0.384 -2.714
O 2.224 1.044 -2.879
O 0.610 0.407 -1.547
H -0.288 -1.075 -3.561

Atoms 1-2, force components in eV/Å:
Ti -0.2 0.1 -0.1
Se 0.2 0.0 -0.1

Output
- E_HOMO (alpha / beta): -5.117 / -5.115 eV
- Multiplicity: 3
- LUMO (alpha / beta): 2.18 / 1.26 eV
- Total charge: -1

natural (NBO) population analysis, charges in e, atoms 1 to 4: 1.23, -0.45, -0.10, -0.02

Formula: C12H16Cl3F2NO28S2Y
Source: the Open Molecules 2025 dataset
Level of theory: ωB97M-V/def2-TZVPD

Geometry (Å):
Y 4.359 -35.460 -16.917
Cl 5.539 -38.456 -14.721
O 6.947 -38.695 -14.672
O 4.984 -38.323 -13.417
O 5.346 -37.182 -15.448
O 4.851 -39.482 -15.462
Cl 4.316 -33.978 -20.560
O 4.010 -34.371 -19.183
O 5.485 -33.136 -20.536
O 4.584 -35.176 -21.316
O 3.208 -33.251 -21.091
Cl 3.609 -33.842 -13.642
O 4.774 -33.028 -13.757
O 3.673 -34.766 -12.555
O 2.423 -33.053 -13.553
O 3.528 -34.657 -14.891
N 3.799 -30.605 -18.405
S 4.960 -29.993 -17.529
O 5.924 -30.951 -17.085
O 4.585 -28.952 -16.621
F 5.763 -29.223 -18.684
S 3.007 -31.481 -17.234
O 2.232 -30.875 -16.209
O 3.676 -32.698 -16.901
F 1.904 -31.983 -18.264
C 3.190 -40.679 -18.628
C 4.087 -40.270 -19.832
O 4.410 -38.905 -19.506
C 3.726 -38.504 -18.441
O 3.662 -37.366 -18.075
O 3.112 -39.517 -17.839
H 3.710 -41.466 -18.078
H 2.259 -41.138 -18.953
H 3.481 -40.234 -20.732
H 5.005 -40.842 -19.886
C 8.210 -37.651 -20.721
C 8.540 -38.505 -19.470
O 7.520 -38.161 -18.531
C 6.923 -37.034 -18.939
O 6.153 -36.370 -18.314
O 7.209 -36.767 -20.210
H 7.772 -38.294 -21.480
H 9.028 -37.022 -21.053
H 9.515 -38.219 -19.082
H 8.457 -39.567 -19.677
C 9.170 -33.426 -18.219
C 9.183 -32.415 -17.046
O 7.991 -32.782 -16.350
C 7.399 -33.809 -16.913
O 6.436 -34.358 -16.459
O 7.909 -34.064 -18.140
H 10.016 -34.106 -18.095
H 9.304 -32.919 -19.171
H 8.993 -31.394 -17.370
H 10.078 -32.504 -16.439
C -1.454 -33.918 -16.763
C -0.905 -34.158 -15.367
O 0.319 -34.824 -15.588
C 0.701 -34.597 -16.868
O 1.808 -34.782 -17.264
O -0.243 -33.934 -17.541
H -1.975 -32.969 -16.848
H -2.058 -34.721 -17.192
H -1.615 -34.738 -14.776
H -0.771 -33.209 -14.844

Atoms 1-2, force components in eV/Å:
Y -0.1 1.7 0.4
Cl -0.2 0.1 0.2

Output
- E_HOMO: -6.304 eV
- Multiplicity: 1
- LUMO: 1.44 eV
- Total charge: -1

natural (NBO) population analysis, charges in e, atoms 1 to 4: 2.23, 2.58, -0.83, -0.80

Formula: C12H16EuN2O5
Source: the Open Molecules 2025 dataset
Level of theory: ωB97M-V/def2-TZVPD

Geometry (Å):
Eu -0.576 0.919 -0.209
C 0.241 -1.365 0.664
O 0.570 -2.423 1.026
C 1.646 -0.267 -1.095
O 2.570 -0.924 -1.306
C 1.664 1.591 1.212
O 2.564 1.805 1.910
C -1.275 -1.194 -1.818
O -1.524 -2.204 -2.333
C -0.990 4.030 -2.533
H -1.978 3.707 -2.897
H -0.979 4.705 -1.664
C 0.134 3.737 -3.210
H 1.109 4.154 -2.918
H 0.109 3.161 -4.146
C -0.153 0.041 3.759
N -1.482 -0.586 3.702
C -1.694 -1.812 4.472
C -3.163 -1.801 4.878
C -4.075 -1.761 3.672
N -3.527 -0.950 2.600
C -4.444 -0.691 1.503
C -2.299 -0.398 2.610
O -1.936 0.319 1.612
H 0.137 0.173 4.816
H -0.213 1.050 3.339
H 0.634 -0.562 3.268
H -1.495 -2.720 3.856
H -1.015 -1.824 5.350
H -3.354 -0.910 5.496
H -3.411 -2.709 5.454
H -5.061 -1.332 3.898
H -4.228 -2.774 3.269
H -4.774 -1.620 1.029
H -5.318 -0.151 1.884
H -3.964 -0.070 0.738

Atoms 1-2, force components in eV/Å:
Eu -1.2 1.2 0.2
C 1.6 -5.9 2.4

Output
- E_HOMO (alpha / beta): -15.274 / -15.275 eV
- Multiplicity: 8
- LUMO (alpha / beta): -8.11 / -8.07 eV
- Total charge: +2

natural (NBO) population analysis, charges in e, atoms 1 to 4: 1.40, 0.47, -0.39, 0.45

Formula: C12H16IrN2
Source: the Open Molecules 2025 dataset
Level of theory: ωB97M-V/def2-TZVPD

Geometry (Å):
Ir -0.821 -0.766 -0.802
C -2.234 0.375 0.882
C -1.541 -0.710 1.462
C -1.815 -2.027 1.023
C -2.842 -2.252 0.081
C -3.588 -1.176 -0.420
C -3.258 0.135 -0.056
H -2.074 1.381 1.249
H -0.888 -0.546 2.311
H -1.336 -2.872 1.503
H -3.109 -3.269 -0.182
H -4.428 -1.360 -1.079
H -3.830 0.970 -0.444
N -1.477 -0.796 -2.918
H -1.978 0.049 -3.192
H -2.114 -1.571 -3.105
H -0.725 -0.905 -3.601
N 1.605 -0.571 -0.667
C 2.228 0.439 0.114
C 1.857 1.806 -0.100
C 2.489 2.811 0.572
C 3.474 2.465 1.526
C 3.903 1.114 1.672
C 3.247 0.100 1.023
H 1.977 -1.489 -0.428
H 1.792 -0.413 -1.660
H 1.066 2.040 -0.804
H 2.215 3.847 0.422
H 3.867 3.229 2.189
H 4.773 0.889 2.279
H 3.566 -0.927 1.153

Atoms 1-2, force components in eV/Å:
Ir -0.8 -0.1 -0.1
C -0.1 0.0 0.1

Output
- E_HOMO (alpha / beta): -19.493 / -20.755 eV
- Multiplicity: 5
- LUMO (alpha / beta): -10.42 / -14.03 eV
- Total charge: +3

Löwdin population analysis, charges in e, atoms 1 to 4: 1.29, -0.11, -0.14, -0.11

Formula: C12H16N2
Source: the Open Molecules 2025 dataset
Level of theory: ωB97M-V/def2-TZVPD

Geometry (Å):
C -2.891 2.003 0.085
C 0.564 1.707 -1.364
C -0.735 1.453 -0.915
C 0.995 3.012 -1.391
C -1.568 2.449 -0.423
C 0.168 4.059 -0.893
C -1.113 3.786 -0.432
H 1.255 0.905 -1.574
H -1.241 0.484 -0.932
H 1.945 3.224 -1.824
H 0.641 5.017 -0.785
H -2.852 1.243 0.858
H -3.609 1.559 -0.619
H -1.864 4.520 -0.127
H -3.352 2.984 0.454
C 0.703 -1.993 -0.923
C 2.119 -2.339 -1.490
C 0.554 -2.347 0.477
C 1.466 -2.593 1.470
C -0.515 -2.887 2.302
N -0.736 -2.621 1.031
N 0.794 -2.902 2.619
H 0.431 -0.963 -1.213
H -0.133 -2.366 -1.527
H 1.974 -2.908 -2.431
H 2.511 -2.788 1.343
H -1.392 -3.110 2.872
H 1.302 -3.026 3.474
H 2.734 -2.877 -0.761
H 2.519 -1.384 -1.771

Atoms 1-2, force components in eV/Å:
C -1.7 2.2 0.5
C -0.8 -0.1 0.4

Output
- E_HOMO: -8.523 eV
- Multiplicity: 1
- LUMO: 0.86 eV
- SMILES: CCc1c[nH]cn1.Cc1ccccc1

natural (NBO) population analysis, charges in e, atoms 1 to 4: -0.64, -0.20, -0.20, -0.22